Record 1
Formula: C26H72F3O13S11
Source: OMol25
Level of theory: ωB97M-V/def2-TZVPD

Output
total energy: -182079.18853 eV
LUMO level: 1.4 eV
net charge: -1
energy above the lowest of the compared OMol25 structures with the same formula, charge and spin: 0.3616 eV
E_HOMO: -5.70 eV
multiplicity: 1

Element x y z (Å)
C: -0.029915 -0.936436 -0.641758
O: -1.083238 -1.016601 0.356754
O: 0.064059 -2.174676 -1.145678
C: -0.331185 0.197647 -1.631171
F: -1.600365 0.251920 -2.078066
F: -0.087862 1.419742 -1.086186
F: 0.504312 0.053718 -2.673471
C: -1.461546 0.119791 1.111756
C: -2.365422 -0.386800 2.221111
H: -3.006712 0.436420 2.533042
H: -2.973459 -1.271035 2.033851
H: -1.780436 -0.689893 3.097740
H: -2.015645 0.866374 0.525668
H: -0.594014 0.659194 1.522994
H: 0.939530 -0.720195 -0.155852
C: -4.505889 4.834790 -0.736043
S: -5.562581 3.353016 -0.684323
O: -6.173359 3.226495 -2.050235
C: -4.191287 2.157226 -0.705818
H: -3.921580 4.875300 0.183650
H: -5.211606 5.653059 -0.862569
H: -3.814553 4.820122 -1.577464
H: -3.269411 2.508547 -0.241040
H: -3.888763 1.918995 -1.729534
H: -4.529095 1.193845 -0.322021
C: 1.885579 -1.249962 2.813450
S: 2.992493 -0.297825 3.878277
O: 2.064030 0.348565 4.867180
C: 3.916884 -1.584955 4.759187
H: 1.335981 -0.477679 2.270611
H: 1.179939 -1.865493 3.369180
H: 2.379159 -1.840316 2.038927
H: 4.786684 -1.178571 5.271421
H: 4.320755 -2.323912 4.059881
H: 3.307890 -2.165026 5.453642
C: -1.197821 -1.823933 -4.579664
S: 0.013590 -1.533289 -5.874293
O: 0.737030 -2.855402 -5.911011
C: -1.104947 -1.602040 -7.303800
H: -1.907980 -1.005134 -4.461427
H: -0.666072 -2.053658 -3.652570
H: -1.763366 -2.717303 -4.851471
H: -0.510192 -1.351313 -8.186165
H: -1.954364 -0.919963 -7.276202
H: -1.438645 -2.619626 -7.512349
C: -2.755498 -5.931368 3.222518
S: -1.192949 -5.678418 2.340085
O: -1.241097 -6.726810 1.254219
C: -1.655356 -4.078401 1.649037
H: -2.873404 -5.068286 3.883542
H: -2.644004 -6.774476 3.899646
H: -3.546600 -5.992594 2.482223
H: -2.136395 -3.465224 2.410679
H: -2.395768 -4.211485 0.856298
H: -0.824187 -3.536052 1.198544
C: 3.605534 1.332692 -3.779069
S: 4.505141 2.781987 -4.448507
O: 4.469495 2.627157 -5.955761
C: 3.236010 4.010248 -3.998531
H: 3.292270 1.467238 -2.745871
H: 4.339410 0.523313 -3.818968
H: 2.764898 0.925319 -4.344777
H: 2.687085 3.695088 -3.115179
H: 2.581264 4.215565 -4.842322
H: 3.791862 4.917363 -3.754679
C: 1.369629 -5.594587 -1.883107
S: 1.731686 -5.953002 -0.150213
O: 3.067594 -6.637634 -0.195436
C: 1.951662 -4.281706 0.539266
H: 0.439924 -5.034688 -2.005530
H: 1.028821 -6.581012 -2.225497
H: 2.218730 -5.359537 -2.517944
H: 1.778686 -4.325752 1.614603
H: 1.137040 -3.711143 0.074962
H: 2.941356 -3.882267 0.326035
C: 2.960103 -2.521095 -2.899931
S: 4.325685 -2.562104 -4.105093
O: 5.589044 -2.917452 -3.341144
C: 3.818668 -4.075024 -4.937441
H: 2.835276 -1.589397 -2.355799
H: 3.025850 -3.345067 -2.187102
H: 2.019402 -2.728602 -3.418653
H: 3.619170 -4.844264 -4.191901
H: 4.531899 -4.422555 -5.679353
H: 2.879154 -3.858731 -5.456006
C: -1.066381 1.233163 5.252628
S: -0.604340 2.451003 3.973174
O: -1.926844 2.922209 3.411319
C: 0.182905 3.757401 4.961992
H: -1.366511 1.707086 6.188774
H: -0.217197 0.561402 5.387240
H: -1.904384 0.604295 4.959819
H: 1.165787 3.404680 5.272002
H: -0.522383 4.060389 5.737590
H: 0.375272 4.680310 4.410256
C: -5.330436 2.296760 2.752623
S: -6.273202 1.392478 3.962271
O: -7.435538 0.737109 3.281414
C: -5.086299 0.061793 4.138331
H: -4.367396 2.501662 3.228373
H: -5.791488 3.235222 2.440006
H: -5.220398 1.777673 1.799767
H: -4.972086 -0.480345 3.205402
H: -5.465124 -0.551493 4.954066
H: -4.132872 0.499469 4.438080
C: 2.737314 1.919063 0.461019
S: 4.554115 1.774094 0.534616
O: 5.049521 2.075348 -0.835399
C: 4.830768 3.264543 1.572805
H: 2.687218 2.858365 -0.099952
H: 2.344145 2.056675 1.464979
H: 2.336869 1.121019 -0.152487
H: 4.248287 3.207747 2.492350
H: 4.579531 4.154562 0.992274
H: 5.882339 3.358109 1.839436
C: -0.354236 4.862615 -1.728578
S: 0.054712 5.563797 -0.098171
O: -1.121681 6.448376 0.237857
C: -0.251377 4.016188 0.827057
H: 0.081846 3.908427 -2.006507
H: -0.040670 5.586497 -2.484972
H: -1.439159 4.774803 -1.795642
H: -0.153797 4.252803 1.887190
H: 0.449402 3.229881 0.578824
H: -1.279960 3.673871 0.722208

Cartesian forces, eV/Å:
-0.154 -3.363 0.298
-0.012 0.908 0.255
-0.128 1.459 -0.563
0.053 -0.714 0.125
0.301 -0.118 -0.137
0.167 0.364 -0.084
-0.228 0.557 -0.294
-0.243 -0.531 -0.267
0.303 0.406 1.002
-0.019 -0.067 0.088
-0.033 0.189 -0.814
0.127 0.132 -0.033
0.100 -0.207 -0.180
0.009 -0.110 0.070
0.072 1.004 0.392
-0.243 -0.378 0.046
0.892 -0.145 -1.385
-0.097 0.164 0.694
0.338 -0.516 -0.377
-0.194 0.301 0.111
0.207 0.200 0.235
-0.177 -0.240 -0.147
-0.318 0.017 0.526
-0.428 0.493 -0.223
0.057 0.165 0.393
0.076 0.035 -0.364
-0.229 -0.140 0.158
0.291 -0.032 -0.035
0.084 -0.890 -0.317
-0.125 0.021 0.155
0.124 0.045 0.232
0.303 -0.020 0.251
-0.251 0.418 0.062
-0.120 0.262 -0.313
-0.283 0.390 0.059
-0.482 -0.231 -0.068
-0.404 -1.173 0.175
0.180 0.634 -0.206
0.209 0.042 -0.788
0.252 0.175 0.085
0.074 0.310 0.029
0.115 -0.039 -0.165
0.126 0.227 0.177
0.085 0.066 0.340
-0.048 -0.104 0.619
0.707 0.824 0.703
-0.525 -0.938 -0.747
0.165 0.915 0.650
-0.407 0.216 -0.474
-0.262 0.075 -0.147
-0.160 -0.377 -0.451
-0.102 -0.239 0.088
0.283 -0.004 0.196
0.057 -0.289 -0.005
0.113 -0.130 0.110
0.584 -0.798 0.013
-1.323 -0.959 -1.019
0.140 0.354 1.203
0.521 0.473 0.115
0.278 0.243 0.048
0.101 0.094 0.232
-0.077 0.809 -0.444
-0.038 -0.078 -0.026
-0.013 -0.280 -0.072
-0.161 0.083 -0.032
-1.119 -1.216 -0.079
0.767 0.025 -0.135
-0.244 0.160 0.251
-0.544 -0.329 -0.425
0.485 0.774 0.103
0.322 -0.130 0.087
0.029 0.541 0.371
0.122 -0.231 0.040
0.261 0.478 -0.048
-0.010 -0.009 -0.205
-0.662 -0.745 -0.275
0.935 -0.416 0.984
-0.941 0.439 -0.551
-1.005 -0.008 -0.037
0.392 0.179 -0.193
0.550 0.116 -0.010
0.060 0.315 -0.226
0.258 -0.045 0.021
0.357 0.258 0.223
0.004 0.071 0.046
0.498 0.120 0.579
-0.824 -0.643 -0.864
0.657 0.259 0.507
-0.577 0.241 0.153
0.243 0.173 -0.020
0.166 0.243 0.193
-0.008 0.393 -0.693
-0.250 -0.294 0.466
0.348 -0.268 0.409
-0.259 -0.379 -0.663
0.327 0.590 -0.514
-0.630 -0.592 -0.682
0.114 0.451 0.266
0.267 0.368 0.662
0.101 0.104 -0.270
-0.269 0.042 0.605
0.135 -0.591 0.352
-0.222 -0.054 -0.023
0.018 -0.217 -0.172
0.015 -0.094 0.037
1.274 1.126 -0.423
0.224 -0.262 0.582
-0.207 0.226 0.138
-0.048 0.020 -0.322
-0.543 -0.010 0.029
-0.279 -0.360 -0.033
-0.129 -0.240 0.300
-0.096 -0.079 -0.074
-0.247 -0.095 -0.031
0.056 -0.358 -0.129
-0.070 0.517 -0.595
-1.423 -0.812 0.109
0.909 -0.365 -0.228
-0.013 0.477 0.480
0.308 -0.180 0.480
-0.030 0.067 0.135
-0.003 0.029 0.280
0.148 0.184 -0.091
0.111 -0.042 -0.260
-0.021 0.120 -0.374

***

Record 2
Formula: C26H72N2O22
Source: OMol25
Level of theory: ωB97M-V/def2-TZVPD

Output
total energy: -76149.39680 eV
LUMO level: 0.3 eV
E_HOMO: -9.45 eV
multiplicity: 1

Element x y z (Å)
C: -0.826838 -2.625174 4.393871
C: 0.016763 -3.499820 3.679850
N: 0.741294 -4.207727 3.160393
H: -0.442626 -2.454882 5.420394
H: -1.807991 -3.044716 4.464594
H: -0.870173 -1.701083 3.810415
C: 4.701976 1.282005 -1.697309
C: 4.246829 1.507666 -0.351650
N: 3.831023 1.716674 0.701350
H: 5.775399 1.443450 -1.766439
H: 4.112764 1.874473 -2.434733
H: 4.500904 0.221419 -1.852386
C: 3.689390 -3.514865 0.847181
C: 4.152942 -2.220242 0.291752
O: 3.463051 -1.745833 -0.901433
O: 2.265493 -3.383377 1.003908
H: 4.177351 -3.720443 1.781649
H: 3.880146 -4.386041 0.182824
H: 5.176600 -2.301219 -0.025678
H: 4.082798 -1.470199 1.064223
H: 2.578276 -1.656282 -0.548499
H: 2.044484 -3.677852 1.913269
C: -3.917609 0.997801 -2.617735
C: -3.089966 -0.244544 -2.281690
O: -3.776666 -1.383746 -2.739650
O: -3.129101 2.143840 -2.265374
H: -4.828018 1.058305 -1.986152
H: -4.202087 1.143698 -3.686345
H: -2.910759 -0.226893 -1.194721
H: -2.120972 -0.219445 -2.658980
H: -3.510544 -2.154659 -2.204770
H: -2.238777 2.040678 -2.627118
C: 1.280502 3.532602 -4.004628
C: 0.288385 3.506907 -2.817489
O: -0.379418 2.203045 -2.712566
O: 2.311854 2.514548 -3.675441
H: 1.771330 4.473582 -4.299393
H: 0.839154 3.137585 -4.948902
H: -0.498674 4.232930 -2.991746
H: 0.779105 3.692426 -1.844333
H: 0.180443 1.470385 -2.972537
H: 1.831655 2.019221 -3.008171
C: -4.600948 0.139778 1.306559
C: -5.628297 1.126202 1.804907
O: -6.046758 2.051928 0.819428
O: -3.629036 -0.190691 2.339214
H: -4.103571 0.500660 0.391500
H: -5.081827 -0.855136 1.199251
H: -5.109934 1.739802 2.553726
H: -6.557032 0.744785 2.184866
H: -5.222681 2.382514 0.421292
H: -3.105716 0.636029 2.397320
C: -2.431162 -4.282315 0.165259
C: -2.398576 -3.823776 1.592133
O: -3.655643 -3.273799 2.062088
O: -2.168355 -3.189930 -0.749346
H: -3.350081 -4.724304 -0.164347
H: -1.644113 -5.026474 -0.003597
H: -1.540205 -3.096372 1.731229
H: -2.037222 -4.740261 2.099037
H: -3.495133 -2.314120 2.079458
H: -1.461349 -2.658597 -0.342651
C: -2.599063 3.692824 2.257308
C: -2.446745 3.885447 0.807056
O: -3.373490 2.978629 0.174594
O: -2.141735 2.426494 2.712476
H: -3.691018 3.740443 2.433531
H: -2.033354 4.469921 2.760297
H: -1.423804 3.745421 0.545733
H: -2.802478 4.886783 0.534922
H: -3.175094 2.861835 -0.783368
H: -1.404706 2.160081 2.104073
C: 2.468553 -0.786971 -4.741943
C: 0.928206 -0.781970 -4.502589
O: 0.736000 -0.326468 -3.178095
O: 3.248392 -1.639909 -3.948362
H: 2.880649 0.184649 -4.607785
H: 2.682068 -1.034168 -5.795388
H: 0.523733 -1.751372 -4.648015
H: 0.471045 0.012883 -5.128299
H: 0.622340 -1.147449 -2.677701
H: 2.715570 -2.099977 -3.258299
C: 0.716134 -4.493395 -3.081824
C: 1.649975 -5.546708 -2.608579
O: 1.490898 -5.738321 -1.162541
O: 1.050499 -3.345772 -2.418671
H: -0.339177 -4.761054 -2.801974
H: 0.782938 -4.276704 -4.132721
H: 2.655390 -5.181977 -2.827679
H: 1.502391 -6.547332 -3.065452
H: 1.717491 -4.947881 -0.655576
H: 0.194917 -2.974885 -2.174264
C: 2.621857 -0.247657 5.222540
C: 1.994240 -0.250298 3.844766
O: 0.588916 -0.183507 3.982555
O: 2.285910 0.987254 5.804774
H: 3.692129 -0.275675 5.154857
H: 2.273279 -1.131818 5.810282
H: 2.204441 -1.125528 3.180116
H: 2.324721 0.626042 3.304782
H: 0.249385 0.606062 3.565986
H: 1.338843 0.985621 5.862114
C: 1.780405 5.280174 1.196239
C: 0.591335 6.038920 0.748643
O: 0.573192 7.384876 1.260844
O: 1.620297 3.887142 0.891031
H: 1.877552 5.539828 2.252748
H: 2.721465 5.713308 0.814363
H: -0.306985 5.473704 1.069458
H: 0.501845 6.125603 -0.345901
H: 0.590660 7.220947 2.226899
H: 2.514770 3.479931 0.829327
C: 0.576932 0.516589 0.639568
C: -0.193626 -0.770127 0.830311
O: 0.240837 -1.727086 -0.219244
O: 0.217829 1.482067 1.616733
H: 0.498856 0.798543 -0.429671
H: 1.605575 0.200863 0.833977
H: -1.301060 -0.653206 0.784884
H: 0.165140 -1.111594 1.792481
H: 0.845595 -2.300883 0.288565
H: 0.797086 2.246691 1.567980

Cartesian forces, eV/Å:
-0.533 1.058 0.793
0.398 -0.388 0.409
0.884 -0.698 -0.659
-0.134 0.112 -0.740
-0.732 -0.312 0.025
-0.131 -0.014 0.557
-0.278 -0.426 -0.561
-0.408 0.706 0.593
0.018 -0.008 -0.124
-0.049 0.189 -0.135
0.568 -0.288 0.570
0.036 -0.146 -0.440
-1.052 -0.770 -1.322
0.783 0.722 -1.363
0.419 -0.762 1.449
0.105 -0.291 0.860
0.209 0.012 0.592
-0.012 0.574 0.179
0.655 -0.019 0.071
-0.037 0.466 0.342
-0.797 0.243 -0.531
-0.399 -0.085 -0.584
0.191 0.717 -0.027
-1.996 0.034 0.903
-0.037 -0.618 0.359
-0.151 0.156 -0.184
0.443 -0.245 -0.462
0.114 -0.756 0.653
-0.436 -0.210 0.008
1.875 0.389 -1.321
0.008 0.389 -0.136
0.264 0.050 -0.025
0.524 -1.813 -0.252
-0.078 -0.520 -0.648
0.027 1.642 -0.081
-0.727 1.315 -0.120
-0.221 -0.179 0.814
-0.344 0.450 0.708
-0.154 0.101 0.158
0.020 0.165 -0.512
0.177 -0.686 -0.110
0.672 -0.647 0.168
-0.378 -2.224 0.741
0.615 1.932 -0.057
0.177 -0.120 -0.939
0.259 1.107 -0.833
-0.292 -0.195 0.333
0.165 0.629 -0.837
-0.176 -0.399 0.565
-0.068 -0.688 0.479
-0.244 0.300 0.087
0.015 -0.341 0.535
1.183 0.901 -1.197
0.238 -0.111 0.288
1.689 -0.185 -0.246
-0.228 0.108 0.099
-0.705 -0.142 0.233
0.040 -0.059 0.218
-0.993 -0.544 -0.261
-0.837 0.488 0.719
-0.407 -0.081 0.177
-0.051 -0.167 -0.380
-0.797 -0.275 0.730
-2.180 -0.140 -1.005
0.890 0.118 0.116
0.606 -0.415 -0.840
0.578 0.215 0.482
-0.195 0.386 0.418
0.898 -0.325 -0.778
0.547 0.208 0.167
-0.065 -0.159 0.263
-0.519 0.062 0.743
-0.604 -0.588 -1.276
2.349 2.100 -0.442
-0.631 -0.716 0.854
-0.602 -1.108 1.052
-0.134 1.201 0.186
-0.293 -0.096 0.088
-0.653 -0.833 -0.294
0.200 -0.856 -0.152
0.116 0.610 0.610
0.472 0.496 -0.584
-1.823 -1.691 -0.363
0.431 -0.792 1.404
0.025 -0.411 -1.141
-0.095 2.538 1.236
0.784 -0.057 -0.491
-0.001 -0.533 -0.870
0.245 -0.237 0.018
-0.001 0.723 0.242
-0.004 0.224 -0.406
0.215 0.290 0.599
-0.528 -0.501 -0.369
0.024 -0.654 -1.039
-0.374 -0.185 0.654
0.649 -0.034 0.569
0.592 -0.135 -0.054
0.156 0.601 -0.225
0.275 0.270 0.753
0.376 0.320 -0.130
-0.046 0.445 -0.394
-0.852 0.199 0.116
1.242 0.337 0.243
-1.579 0.587 -1.122
0.194 -1.389 0.816
0.967 0.290 0.222
-0.089 -0.851 0.570
-0.338 -0.415 -0.492
0.294 0.347 -0.002
0.228 -0.032 0.316
-0.072 0.742 -0.587
-0.677 0.195 0.089
0.638 -0.574 -0.657
-0.290 -0.078 -0.766
-0.285 0.958 1.591
-0.675 -0.511 -0.235
-0.129 0.563 0.596
0.281 0.326 -0.282
0.734 -0.083 0.122
-0.589 -0.597 0.356
0.094 -0.401 -0.540
0.329 0.508 -0.284